Entry 1:
This record from the Open Molecules 2025 dataset describes C22H14BF2I2IrN3O3 as an isolated structure. The level of theory is ωB97M-V/def2-TZVPD.

For the LUMO energy (spin up / spin down), the calculation gives -7.519 / -8.790 eV. Its frontier orbital gap (spin up / spin down) is 6.7 / 5.9 eV. The value obtained for the energy relative to the best compared isomer or geometry (same formula, charge and spin) is 46.6 kJ/mol. As for the charge: +2. The spin multiplicity is 2. The molecular weight comes out at 863.2 g/mol. Its expectation value of S² is 0.7776.

Each line ends with the Mulliken charge.
Element x y z (Å)
Ir 0.233 -0.504 0.086  0.545
I 0.656 4.858 -0.063  0.254
C 2.111 3.414 -0.065  -0.656
C 3.457 3.740 -0.023  -0.379
C 4.444 2.764 -0.022  -0.171
I 6.404 3.369 -0.024  0.294
C 4.095 1.361 -0.026  0.718
C 5.028 0.310 0.013  -0.588
C 4.587 -0.990 0.001  -0.942
C 3.219 -1.249 -0.027  -0.071
N 2.313 -0.275 -0.050  -0.127
C 2.741 1.019 -0.065  0.196
C 1.697 2.043 -0.128  0.868
O 0.497 1.694 -0.248  -0.633
H 3.745 4.782 0.001  0.394
H 6.087 0.528 0.055  0.267
H 5.282 -1.817 0.013  0.483
H 2.852 -2.266 -0.026  0.415
O -4.412 -0.504 -5.688  -0.460
C -4.974 -0.429 -4.477  0.617
O -6.158 -0.347 -4.351  -0.501
C -4.074 -0.462 -3.257  0.920
C -4.721 -0.395 -2.024  -1.240
C -4.008 -0.418 -0.843  -0.705
C -2.622 -0.507 -0.889  1.985
C -1.972 -0.569 -2.113  -0.316
C -2.688 -0.549 -3.296  -1.596
N -1.788 -0.534 0.264  0.104
C -2.211 -0.529 1.473  0.330
C -1.198 -0.524 2.513  0.106
C -1.490 -0.515 3.862  -0.931
C -0.448 -0.534 4.780  -0.415
C 0.855 -0.567 4.316  -0.871
C 1.089 -0.569 2.949  0.114
N 0.089 -0.535 2.071  -0.033
H -3.452 -0.582 -5.673  0.281
H -5.800 -0.324 -2.016  0.484
H -4.550 -0.358 0.091  0.313
H -0.883 -0.644 -2.153  0.207
H -2.139 -0.603 -4.227  0.191
H -3.263 -0.563 1.728  0.416
H -2.523 -0.498 4.183  0.526
H -0.651 -0.529 5.842  0.473
H 1.694 -0.600 4.996  0.453
H 2.092 -0.600 2.548  0.498
F 0.783 -3.267 0.986  -0.223
B 0.193 -2.540 0.039  0.597
F -0.218 -3.189 -1.035  -0.193


Entry 2:
This record from the Open Molecules 2025 dataset describes a 2-piece molecular cluster, C22H14BF9N3O8S2 overall. The level of theory is ωB97M-V/def2-TZVPD.

For the LUMO energy, the calculation gives 0.919 eV. Its frontier orbital gap is 5.0 eV. The value obtained for the energy relative to the best compared isomer or geometry (same formula, charge and spin) is 0.0 kJ/mol. As for the charge: -1. The spin multiplicity is 1. The molecular weight comes out at 694.3 g/mol.

Each line ends with the Mulliken charge.
Element x y z (Å)
C -0.362 0.140 -5.887  -1.254
C -0.756 0.339 -4.473  0.632
C -1.277 1.421 -3.768  -0.777
C -1.459 1.167 -2.396  -0.629
C -0.912 -0.051 -1.978  0.157
B 2.692 2.084 0.246  0.875
C -0.851 -0.610 -0.707  0.870
C -0.624 -2.028 -0.674  -1.163
C -1.742 -2.795 -0.481  0.289
C -1.722 -4.217 -1.018  0.686
F -2.272 -5.132 -0.167  -0.265
F -2.424 -4.304 -2.195  -0.267
F -0.437 -4.627 -1.295  -0.282
C -2.881 -2.184 0.074  -0.951
C -2.789 -0.876 0.567  0.097
C -3.944 -0.126 1.178  0.701
F -3.492 0.882 2.007  -0.223
F -4.693 0.477 0.189  -0.282
F -4.783 -0.922 1.892  -0.285
C -1.713 -0.072 0.275  -1.179
O 3.419 1.421 -0.745  -0.420
C 2.908 1.925 -1.981  -0.252
C 2.052 3.148 -1.652  -0.259
O 1.974 3.188 -0.217  -0.482
S -0.177 -0.849 -3.346  -0.210
H -0.914 0.772 -6.593  0.363
H 0.702 0.412 -5.933  0.266
H -0.489 -0.910 -6.208  0.328
H -1.562 2.330 -4.280  0.422
H -2.000 1.842 -1.737  0.509
H 0.289 -2.494 -0.993  0.957
H -3.763 -2.767 0.262  0.527
H -1.724 0.991 0.548  1.092
H 3.789 2.262 -2.558  0.284
H 2.340 1.171 -2.531  0.107
H 2.562 4.037 -2.028  0.352
H 1.102 3.029 -2.177  0.105
O 0.103 -1.698 4.598  -0.731
S 0.928 -1.772 3.424  1.348
O 2.371 -1.840 3.435  -0.645
C 0.474 -3.376 2.505  0.686
F 0.972 -4.408 3.205  -0.244
F -0.867 -3.508 2.382  -0.220
F 1.072 -3.312 1.283  -0.221
C 0.421 -0.385 2.386  -0.040
C 1.181 -0.034 1.235  -1.516
C 2.078 1.111 1.441  0.767
N 3.898 0.882 2.201  0.446
O 4.782 0.642 1.452  -0.472
O 3.929 2.413 2.557  -0.279
N 2.780 2.809 3.037  -0.668
C 1.822 1.964 2.588  0.472
C 0.518 1.931 3.183  -0.664
N 0.002 3.031 4.054  0.997
O 0.185 4.238 3.822  -0.610
O -0.676 2.623 5.023  -0.616
C -0.180 0.726 3.059  -0.815
H 1.264 -0.707 0.344  0.905
H -1.123 0.601 3.568  0.680


Entry 3:
This record from the Open Molecules 2025 dataset describes C22H14CrN5O3S as an isolated structure. The level of theory is ωB97M-V/def2-TZVPD.

For the LUMO energy (spin up / spin down), the calculation gives -2.250 / -2.157 eV. Its frontier orbital gap (spin up / spin down) is 6.2 / 5.7 eV. The value obtained for the energy relative to the best compared isomer or geometry (same formula, charge and spin) is 68.8 kJ/mol. The spin multiplicity is 2. The molecular weight comes out at 480.4 g/mol. Its expectation value of S² is 0.7981.

Each line ends with the Mulliken charge.
Element x y z (Å)
Cr -0.318 -0.095 -0.775  0.643
O 0.124 4.270 -1.920  -0.670
C -0.335 4.749 -0.755  0.281
C -0.474 6.131 -0.623  -0.683
C -0.918 6.681 0.558  -0.329
C -1.244 5.869 1.640  -0.763
C -1.123 4.503 1.525  -0.344
C -0.670 3.924 0.334  0.247
C -0.560 2.476 0.234  1.282
O -0.361 1.890 -0.905  -0.915
N -0.699 1.749 1.325  -1.262
N -0.597 0.455 1.027  0.742
C -0.897 -0.465 1.934  -0.396
C -0.850 -1.789 1.451  0.748
C -1.115 -2.937 2.219  -0.995
C -1.033 -4.176 1.632  -0.154
C -0.688 -4.260 0.277  -0.876
C -0.454 -3.098 -0.429  -0.106
N -0.534 -1.884 0.119  0.248
H 0.148 3.291 -1.875  0.406
H -0.224 6.743 -1.475  0.447
H -1.023 7.753 0.641  0.380
H -1.593 6.310 2.562  0.392
H -1.381 3.844 2.337  0.448
H -1.188 -0.187 2.939  0.385
H -1.383 -2.817 3.255  0.409
H -1.218 -5.073 2.206  0.431
H -0.610 -5.215 -0.214  0.385
H -0.188 -3.112 -1.479  0.511
N 9.140 -0.707 -3.585  -0.494
C 8.069 -0.711 -3.173  0.034
C 6.736 -0.687 -2.709  0.525
C 6.440 -0.830 -1.351  -0.612
C 5.131 -0.760 -0.924  -0.518
C 4.096 -0.548 -1.842  0.509
C 4.399 -0.427 -3.204  -0.500
C 5.705 -0.493 -3.632  -0.610
C 2.753 -0.432 -1.414  0.335
C 1.602 -0.299 -1.038  -0.723
H 7.242 -0.986 -0.643  0.447
H 4.890 -0.861 0.124  0.453
H 3.599 -0.272 -3.911  0.486
H 5.953 -0.390 -4.679  0.444
O -1.188 -1.470 -4.580  -0.477
S -1.948 -0.826 -3.512  0.291
N -1.093 -0.503 -2.285  -0.483


Entry 4:
This record from the Open Molecules 2025 dataset describes C22H15Al2B2Br3Cl4Cs2F21N4O12S as an isolated structure. The level of theory is ωB97M-V/def2-TZVPD.

For the LUMO energy, the calculation gives -8.482 eV. Its frontier orbital gap is 0.8 eV. As for the charge: +1. The spin multiplicity is 1. The molecular weight comes out at 1681.3 g/mol.

Each line ends with the Mulliken charge.
Element x y z (Å)
N -2.104 4.071 5.616  -0.473
C -1.784 4.227 4.529  -0.174
C -1.309 4.424 3.175  0.239
C -0.877 3.069 2.582  -0.690
C -2.148 2.238 2.375  -1.363
C -2.162 1.196 1.296  1.173
F -1.332 1.635 0.198  -0.717
F -3.384 1.194 0.775  -0.257
C -1.883 -0.275 1.687  0.197
F -2.514 -0.442 2.851  -0.248
F -2.412 -1.108 0.815  -0.264
C -0.410 -0.698 1.980  0.686
F -0.565 -1.949 2.528  -0.472
F 0.034 0.072 2.943  -0.041
C 0.513 -0.868 0.705  0.405
F 0.866 -2.180 0.646  -0.431
F -0.174 -0.672 -0.418  -0.166
S 2.157 0.146 0.619  1.506
F 1.849 0.620 -0.840  -0.316
F 2.941 -1.066 0.039  -0.313
F 2.419 -0.371 2.085  -0.287
F 1.309 1.374 1.173  -0.215
F 3.433 1.004 0.677  -0.292
C -0.078 5.379 3.162  0.070
C -0.079 5.985 1.835  0.304
N -0.110 6.316 0.740  -0.441
O -0.040 6.286 4.222  -0.362
N -0.790 7.602 3.879  0.278
O -0.186 8.485 4.238  -0.200
H -2.101 4.843 2.567  0.631
H -0.236 2.619 3.326  0.485
H -0.333 3.324 1.682  0.344
H -2.931 2.933 2.096  0.745
H -2.437 1.819 3.328  0.459
H 0.822 4.782 3.272  0.276
Cs 0.240 -3.744 1.817  0.952
B -1.727 -6.669 -4.762  1.319
O -2.571 -7.562 -3.922  -0.600
C -2.241 -7.443 -2.665  0.639
O -2.743 -8.019 -1.735  -0.703
C -1.074 -6.401 -2.570  0.693
O -0.532 -6.034 -1.563  -0.707
O -0.814 -6.007 -3.792  -0.526
O -1.003 -7.402 -5.789  -0.546
C -1.325 -6.960 -7.007  0.405
O -0.911 -7.350 -8.047  -0.530
C -2.375 -5.819 -6.802  0.646
O -2.931 -5.161 -7.638  -0.616
O -2.570 -5.691 -5.505  -0.412
F -2.875 -1.942 -3.554  -0.318
Al -3.819 -2.996 -2.710  0.195
F -4.057 -2.464 -1.161  -0.228
F -3.254 -4.509 -2.705  -0.082
F -5.329 -2.905 -3.631  -0.227
C 0.868 -0.300 6.765  0.284
Cl -0.601 -1.270 6.596  -0.102
Cl 0.430 1.395 6.943  -0.066
Cl 1.799 -0.845 8.135  -0.063
Cl 1.830 -0.484 5.273  -0.106
Al -5.146 -3.058 -5.587  0.657
C -5.750 -8.842 -1.130  -0.161
C -7.123 -7.856 -1.458  0.720
O -7.652 -7.681 -0.395  -0.314
O -7.155 -7.636 -2.631  -0.319
H -5.709 -9.056 -0.070  0.298
H -5.876 -9.753 -1.708  0.290
H -4.881 -8.272 -1.459  -0.007
N 5.642 2.072 -1.940  0.095
C 6.315 3.028 -1.208  -0.101
C 7.111 3.758 -2.085  -0.910
C 6.903 3.237 -3.356  -0.088
C 5.983 2.186 -3.246  -0.470
H 5.006 1.394 -1.571  0.124
H 6.183 3.109 -0.142  0.407
H 7.767 4.567 -1.816  0.400
H 7.348 3.541 -4.296  0.546
H 5.581 1.542 -4.011  0.456
B 8.157 1.938 -6.469  0.606
F 7.963 3.338 -6.299  -0.423
F 6.877 1.326 -6.421  -0.411
F 8.799 1.666 -7.655  -0.345
F 8.899 1.477 -5.361  -0.407
Cs -1.467 2.894 -1.138  0.980
C -0.081 10.321 7.705  -0.194
Br -0.274 8.627 8.594  -0.008
Br -1.058 11.700 8.603  0.011
Br 1.765 10.786 7.477  0.005
H -0.507 10.217 6.720  0.186


Entry 5:
This record from the Open Molecules 2025 dataset describes C22H15AsAuO5 as an isolated structure. The level of theory is ωB97M-V/def2-TZVPD.

For the LUMO energy (spin up / spin down), the calculation gives -9.694 / -13.858 eV. Its frontier orbital gap (spin up / spin down) is 8.3 / 4.2 eV. As for the charge: +3. The spin multiplicity is 3. The molecular weight comes out at 631.2 g/mol. Its expectation value of S² is 2.0270.

Each line ends with the Mulliken charge.
Element x y z (Å)
Au 0.019 0.034 -0.004  1.823
O 1.002 -2.697 0.918  -0.177
C 0.662 -1.671 0.579  0.336
C -0.999 0.153 -1.591  0.265
O -1.609 0.218 -2.542  -0.181
C 0.373 1.555 1.019  -0.012
O 0.592 2.474 1.632  -0.141
C 1.593 0.279 -0.975  0.053
O 2.550 0.423 -1.572  -0.121
O -1.564 -1.182 0.451  -0.773
As -2.861 -0.693 1.468  1.461
C -3.546 -2.465 1.740  0.282
C -3.939 -3.286 0.680  0.066
C -4.459 -4.561 0.930  -0.596
C -4.583 -5.023 2.236  -0.574
C -4.191 -4.212 3.297  -0.629
C -3.673 -2.939 3.052  0.114
C -2.178 0.016 3.130  0.305
C -3.159 0.455 4.036  -0.298
C -2.786 0.965 5.283  -0.746
C -1.441 1.030 5.632  -0.549
C -0.473 0.584 4.745  -0.941
C -0.846 0.074 3.501  -0.493
C -3.952 0.460 0.366  1.009
C -4.436 0.045 -0.870  -0.309
C -5.310 0.861 -1.597  -0.841
C -5.693 2.096 -1.087  -0.503
C -5.207 2.519 0.144  -0.741
C -4.336 1.708 0.874  -0.483
H -3.836 -2.947 -0.355  0.332
H -4.762 -5.200 0.093  0.455
H -4.984 -6.021 2.431  0.448
H -4.282 -4.573 4.327  0.460
H -3.362 -2.322 3.898  0.430
H -4.218 0.403 3.771  0.592
H -3.556 1.308 5.981  0.441
H -1.151 1.429 6.611  0.438
H 0.589 0.626 5.023  0.438
H -0.064 -0.294 2.821  0.396
H -4.147 -0.926 -1.285  0.235
H -5.690 0.522 -2.567  0.433
H -6.379 2.733 -1.654  0.432
H -5.509 3.492 0.550  0.427
H -3.964 2.048 1.844  0.437


> molecular weight of number 4 (C22H15Al2B2Br3Cl4Cs2F21N4O12S)?

1681.3 g/mol


> What is the molecular weight in the first record?

863.2 g/mol